{
  "formula": "C13H13Cl2N2OPdS2",
  "method": "the ωB97M-V functional and the def2-TZVPD basis",
  "symbols": ["Pd", "Cl", "Cl", "S", "S", "O", "N", "N", "C", "C", "C", "C", "C", "C", "C", "C", "C", "C", "C", "C", "C", "H", "H", "H", "H", "H", "H", "H", "H", "H", "H", "H", "H", "H"],
  "positions_angstrom": [[0.154, 0.914, -0.066], [-0.149, 5.205, -0.627], [-0.270, 2.750, -2.261], [2.703, 0.829, -0.752], [1.554, -1.510, 0.709], [3.935, -1.461, -0.262], [-1.692, -0.230, -1.343], [-1.722, 1.223, 0.967], [-1.482, 1.925, 2.090], [0.576, 3.603, -0.952], [5.011, -0.890, -0.988], [-1.957, -2.245, -2.602], [-1.543, -0.778, 2.299], [-2.151, -2.273, -0.222], [-1.693, -0.132, 1.067], [2.792, -0.742, -0.119], [-1.366, -0.030, 3.443], [-1.731, -0.880, -2.496], [-1.871, -0.908, -0.203], [-2.179, -2.947, -1.431], [-1.316, 1.355, 3.338], [-1.240, -0.518, 4.402], [-1.560, -0.279, -3.384], [-2.327, -2.811, 0.698], [-2.369, -4.013, -1.454], [-1.955, -2.736, -3.567], [-1.150, 1.983, 4.204], [1.604, 3.752, -1.253], [5.777, -1.664, -1.030], [-1.513, -1.858, 2.348], [4.702, -0.606, -1.993], [5.399, -0.003, -0.486], [0.510, 2.971, -0.043], [-1.481, 3.003, 1.971]],
  "mulliken_charge": [-0.202, -0.229, -0.106, -0.398, -0.322, -0.283, -0.305, -0.601, -0.212, -0.082, -0.689, -0.547, -0.830, -0.388, 0.607, 0.196, -0.528, -0.319, 1.275, -0.501, -0.559, 0.374, 0.326, 0.284, 0.393, 0.362, 0.385, 0.330, 0.212, 0.201, 0.307, 0.304, 0.119, 0.426],
  "total_charge": -1,
  "lumo_ev": 2.99,
  "multiplicity": 1,
  "gap_ha": 0.2092,
  "mol_weight_g_mol": 454.72,
  "e_tot_ha": -2532.59537
}